{
  "formula": "C24H57BFO8",
  "method": "ωB97M-V/def2-TZVPD",
  "symbols": ["O", "C", "F", "C", "C", "C", "O", "B", "O", "H", "H", "H", "H", "H", "H", "H", "C", "C", "O", "C", "C", "H", "H", "H", "H", "H", "H", "H", "H", "H", "H", "C", "C", "O", "C", "C", "H", "H", "H", "H", "H", "H", "H", "H", "H", "H", "C", "C", "O", "C", "C", "H", "H", "H", "H", "H", "H", "H", "H", "H", "H", "C", "C", "O", "C", "C", "H", "H", "H", "H", "H", "H", "H", "H", "H", "H", "C", "C", "O", "C", "C", "H", "H", "H", "H", "H", "H", "H", "H", "H", "H"],
  "coordinates": [[1.65058, 3.34114, 2.18727], [1.54450, 4.28662, 1.48976], [2.69099, 4.83122, 0.96839], [0.34585, 5.02120, 1.02321], [-0.99315, 4.48817, 1.51137], [-1.96996, 5.61313, 1.84201], [-3.17975, 4.94761, 1.98890], [-3.11863, 3.82047, 0.92479], [-1.67288, 3.85509, 0.46552], [0.35219, 4.97154, -0.06706], [0.46799, 6.07262, 1.29093], [-0.91363, 3.82859, 2.38340], [-1.68564, 6.23014, 2.70103], [-1.99462, 6.20507, 0.90737], [-3.41614, 2.78045, 1.51081], [-3.90281, 4.08057, 0.00650], [-6.69279, 2.51378, 5.03120], [-6.42729, 1.73418, 3.75158], [-5.06253, 1.52671, 3.48497], [-4.34023, 0.77932, 4.43104], [-4.82974, -0.65333, 4.59473], [-6.09685, 3.42670, 5.03911], [-7.74896, 2.78113, 5.09584], [-6.44215, 1.93615, 5.92366], [-6.79162, 2.30345, 2.89666], [-6.97724, 0.78194, 3.76301], [-4.32394, 1.28851, 5.40399], [-3.31650, 0.77884, 4.05724], [-5.81221, -0.70003, 5.06964], [-4.13423, -1.21876, 5.21711], [-4.90287, -1.13854, 3.62061], [4.51084, 1.68741, 1.73699], [5.00488, 0.54351, 0.87115], [5.08682, -0.70640, 1.53619], [3.87808, -1.17456, 2.10962], [2.73584, -1.33288, 1.12176], [5.08288, 1.74708, 2.66465], [4.60831, 2.63284, 1.20409], [3.46029, 1.57628, 1.99786], [6.02028, 0.73947, 0.52311], [4.37475, 0.45636, -0.02288], [3.56574, -0.52783, 2.93671], [4.13479, -2.14233, 2.54342], [2.37500, -0.36754, 0.76433], [1.89708, -1.84414, 1.59458], [3.05634, -1.91202, 0.25306], [-2.91500, -0.55985, -3.18453], [-3.17789, 0.93390, -3.31919], [-2.64249, 1.70756, -2.27476], [-1.23652, 1.67173, -2.13487], [-0.49556, 2.20945, -3.35159], [-3.20783, -0.90355, -2.19196], [-3.48764, -1.11191, -3.93223], [-1.86079, -0.80382, -3.32771], [-4.25225, 1.11868, -3.28318], [-2.82555, 1.29261, -4.29656], [-0.89976, 0.65243, -1.90187], [-1.01926, 2.29362, -1.26643], [-0.60356, 1.56294, -4.22688], [0.57043, 2.29146, -3.13141], [-0.87625, 3.19741, -3.61370], [2.72457, -4.97866, -1.34697], [2.68561, -5.14276, 0.16324], [1.38281, -5.32566, 0.68517], [0.69993, -6.47922, 0.23783], [1.38367, -7.78530, 0.61041], [2.01577, -4.21204, -1.66309], [3.72484, -4.68349, -1.66541], [2.47141, -5.90282, -1.86936], [3.05724, -4.23161, 0.63060], [3.34730, -5.95669, 0.48293], [0.53028, -6.43288, -0.84436], [-0.27926, -6.42838, 0.71369], [2.31829, -7.92783, 0.06584], [0.73258, -8.62770, 0.37472], [1.60891, -7.80413, 1.67730], [3.88400, -1.23879, -2.81882], [3.88371, -1.42636, -4.32584], [2.68945, -1.99652, -4.83000], [1.50871, -1.25024, -4.58611], [1.50835, 0.13313, -5.21485], [3.59895, -2.16590, -2.32035], [4.87424, -0.94382, -2.47064], [3.18100, -0.46466, -2.50718], [4.67225, -2.12202, -4.61448], [4.09982, -0.47554, -4.82731], [1.31385, -1.17866, -3.51027], [0.70485, -1.84954, -5.01350], [2.22401, 0.80145, -4.73408], [0.52140, 0.58563, -5.11786], [1.76376, 0.06937, -6.27359]],
  "lowdin_charge": [0.158, -0.444, 0.047, -0.042, -0.379, -0.255, -0.142, -0.534, -0.112, 0.141, 0.131, 0.151, 0.117, 0.123, 0.055, 0.051, -0.084, -0.284, -0.159, -0.284, -0.087, 0.084, 0.069, 0.061, 0.122, 0.104, 0.107, 0.122, 0.060, 0.069, 0.079, -0.076, -0.283, -0.165, -0.277, -0.074, 0.084, 0.074, 0.052, 0.114, 0.098, 0.112, 0.113, 0.073, 0.083, 0.059, -0.081, -0.288, -0.139, -0.257, -0.078, 0.083, 0.069, 0.052, 0.118, 0.105, 0.107, 0.107, 0.029, 0.074, 0.087, -0.078, -0.276, -0.156, -0.284, -0.083, 0.081, 0.075, 0.066, 0.099, 0.109, 0.108, 0.118, 0.064, 0.073, 0.080, -0.077, -0.280, -0.163, -0.274, -0.074, 0.059, 0.079, 0.069, 0.116, 0.108, 0.107, 0.118, 0.072, 0.040, 0.084],
  "e_tot_ha": -1675.264062,
  "total_charge": -1,
  "e_homo_ev": -3.8
}